1.
# CH7NS2

A cluster of 2 separate species, CH7NS2 in total (ωB97M-V/def2-TZVPD, the Open Molecules 2025 dataset).

```
11
Properties=species:S:1:pos:R:3
S 0.5208 -0.4995 -2.7921
S 1.3752 1.1461 -1.6644
H 1.4298 -1.3062 -2.1680
H 0.2181 1.1108 -0.8742
C -0.0305 -0.3393 1.2350
N -1.0185 0.5577 0.6306
H -0.4636 -1.1647 1.8221
H 0.6782 -0.7664 0.5117
H 0.5564 0.2930 1.9015
H -1.6467 -0.0268 0.0860
H -1.6190 0.9953 1.3119
```

The expectation value of S² is 0.754. As for the total charge: +1. The value obtained for the HOMO energy (alpha / beta) is -14.357 / -14.179 eV. As for the energy: -24301.4723 eV. The calculation puts the orbital gap (alpha / beta) at 8.41 / 4.95 eV. The multiplicity is 2. The relative energy (zero: lowest compared OMol25 entry of this formula, charge and spin) comes out at 27.80 kcal/mol.

2.
# CH7O2

A cluster of 2 separate species, CH7O2 in total (ωB97M-V/def2-TZVPD, the Open Molecules 2025 dataset).

```
10
Properties=species:S:1:pos:R:3
O 1.7479 0.8160 0.0328
H 1.6792 1.8103 0.2869
H 2.6644 0.6585 -0.0974
H 0.4383 0.3468 -0.4430
C -1.1860 -0.7468 0.4002
O -0.3410 -0.2320 -0.6352
H -1.4417 0.0420 1.1489
H -0.5755 -1.7147 0.7044
H -2.1599 -1.0870 -0.0112
H -0.8258 0.1069 -1.3865
```

As for the total charge: +1. The value obtained for the HOMO energy is -17.755 eV. As for the energy: -5237.2597 eV. The calculation puts the orbital gap at 13.86 eV. The multiplicity is 1. The relative energy (zero: lowest compared OMol25 entry of this formula, charge and spin) comes out at 13.28 kcal/mol.

3.
# CH7O3

A cluster of 3 separate species, CH7O3 in total (ωB97M-V/def2-TZVPD, the Open Molecules 2025 dataset).

```
11
Properties=species:S:1:pos:R:3
C 0.3193 -0.5652 1.1824
O -0.5166 0.4210 0.6925
H -0.2359 -1.3750 1.6832
H 0.9476 -1.0611 0.4135
H 1.0543 -0.2053 1.9340
H -1.1757 -0.5389 -0.5130
H -1.0480 -0.9118 -2.0028
O -1.5924 -1.1042 -1.2349
H 0.7393 1.9741 -1.4923
H 0.4276 1.3724 -0.0804
O 1.0806 1.9939 -0.5824
```

As for the total charge: -1. The value obtained for the HOMO energy is -3.698 eV. As for the energy: -7293.6416 eV. The calculation puts the orbital gap at 8.13 eV. The multiplicity is 1. The relative energy (zero: lowest compared OMol25 entry of this formula, charge and spin) comes out at 1.89 kcal/mol.

| no. | strongest force on any atom (eV/Å) |
| --- | --- |
| 1 | 2.69 |
| 2 | 3.98 |
| 3 | 0.70 |